[1]
The following is a DFT calculation (ωB97M-V/def2-TZVPD) of an isolated molecule of C6H7NO at a distorted geometry.

XYZ file:
```
15
Properties=species:S:1:pos:R:3:mulliken_charge:R:1
O 1.33 -0.57 2.01 -0.6284
N 1.13 -0.88 -0.36 -0.2195
C -0.77 -0.48 0.45 -0.0737
C -1.24 0.87 0.55 -0.6358
C 0.79 -0.70 0.91 0.2825
C -0.20 -0.63 -0.98 -0.1694
C -0.99 1.58 -0.62 -0.4062
C -0.29 0.78 -1.64 -0.5974
H 1.89 -1.23 -0.97 0.2223
H 0.78 1.32 -1.69 0.2192
H -1.56 -1.14 0.65 0.4394
H -1.70 1.34 1.33 0.5226
H -0.72 2.77 -0.60 0.2092
H -0.50 -1.39 -1.65 0.5251
H -0.62 0.61 -2.68 0.3102
```

E_HOMO	-8.823	eV
SMILES	O=C1N[C@@H]2CC=C[C@H]12
total charge	0
LUMO	0.8	eV
multiplicity	1
energy relative to the best compared isomer or geometry (same formula, charge and spin)	197.06	kJ/mol

=====

[2]
The following is a DFT calculation (ωB97M-V/def2-TZVPD) of an isolated molecule of C18H17BrN2O3S at a distorted geometry.

XYZ file:
```
42
Properties=species:S:1:pos:R:3:mulliken_charge:R:1
Br 0.65 6.02 -0.65 -0.2403
S -0.74 -0.57 -1.55 -0.0499
O -1.49 1.82 3.01 -0.4988
O 1.79 -0.26 -4.27 -0.6546
O -1.58 4.02 3.68 -0.4755
N 1.28 1.35 -2.79 -0.4634
N 0.78 1.70 -1.61 0.2230
C 0.00 4.60 0.43 -0.0648
C 0.58 -4.83 1.12 -0.4182
C 0.63 2.92 -1.30 -0.7434
C -0.15 -3.75 1.61 -0.5965
C 1.38 0.04 -3.17 -0.1397
C -0.83 -2.93 0.73 -0.2301
C -0.05 -4.24 -1.12 -0.2125
C 1.94 -1.03 -0.96 -1.1462
C -1.49 -2.24 -1.58 -1.2034
C -1.89 2.69 4.04 -0.2543
C 0.07 3.28 -0.01 0.7946
C -0.54 4.97 1.66 -0.8737
C -0.79 -3.17 -0.64 0.5866
C -0.42 2.26 0.82 -0.8098
C 0.96 -0.97 -2.13 0.5114
C -0.95 2.61 2.03 0.6882
C -1.01 3.95 2.45 0.8476
C 0.63 -5.07 -0.24 -0.6757
H -1.47 -2.60 -2.60 0.4269
H 0.91 3.72 -1.98 0.2730
H 1.11 -5.47 1.81 0.3922
H -2.52 -2.07 -1.27 0.4517
H -0.19 -3.56 2.67 0.3907
H -0.02 -4.44 -2.18 0.3679
H 1.19 -5.91 -0.62 0.3846
H 2.94 -1.25 -1.33 0.3898
H -2.98 2.60 4.21 0.2434
H -1.39 -2.08 1.10 0.3825
H 1.95 -0.07 -0.44 0.2308
H 0.90 -1.95 -2.62 0.5418
H -0.39 1.24 0.48 0.4103
H 1.54 2.06 -3.48 0.2559
H 1.64 -1.81 -0.27 0.2142
H -0.59 6.00 1.97 0.4969
H -1.36 2.43 4.97 0.2467
```

E_HOMO	-8.113	eV
SMILES	C[C@@H](SCc1ccccc1)C(=O)N/N=C/c1cc2c(cc1Br)OCO2
total charge	0
LUMO	0.2	eV
multiplicity	1
energy relative to the best compared isomer or geometry (same formula, charge and spin)	121.55	kJ/mol

=====

[3]
The following is a DFT calculation (ωB97M-V/def2-TZVPD) of a structure of composition C41H42P2SW at a distorted geometry.

XYZ file:
```
87
Properties=species:S:1:pos:R:3:lowdin_spin:R:1
W -0.71 0.51 2.02 0.5756
S -2.39 -0.02 3.41 0.1875
P 0.84 -2.21 -1.20 0.3570
P -0.56 0.14 -2.76 0.1022
C 3.67 -3.06 1.71 0.0027
C -2.59 0.89 6.07 0.0039
C 0.73 -3.38 -3.78 0.0385
C -0.68 -0.04 -4.62 0.0115
C -2.10 3.92 -3.42 0.0000
C 1.24 0.12 -2.59 -0.0044
C 1.13 -4.26 -4.79 -0.0001
C -0.83 3.99 -1.33 -0.0002
C -1.16 -0.72 0.51 0.0391
C 1.99 -4.66 -2.16 0.0455
C -3.03 1.77 7.07 -0.0003
C 2.17 1.51 1.64 -0.0004
C -4.57 2.79 5.49 0.0023
C 1.34 2.81 1.81 0.0121
C 1.23 1.19 4.48 -0.0021
C 1.76 -2.90 0.23 0.0414
C 1.72 -4.43 2.12 -0.0015
C 1.10 -3.87 1.01 0.0135
C -0.68 2.52 3.34 0.1207
C 1.47 0.26 2.07 0.0240
C -3.11 1.01 4.76 0.0368
C -1.76 4.57 -2.22 0.0099
C -1.58 2.65 -3.66 0.0097
C 0.09 0.49 -6.86 0.0008
C 1.20 -3.54 -2.46 0.0817
C -3.99 2.73 6.77 0.0010
C -0.44 2.66 -1.53 0.0071
C -4.14 1.92 4.49 0.0062
C -0.14 2.57 2.00 0.0318
C 3.01 -4.02 2.48 0.0148
C -2.13 -0.41 -6.55 -0.0001
C -1.14 0.09 -7.41 -0.0001
C 3.06 -2.50 0.58 0.0174
C 0.18 2.33 4.57 0.0122
C 1.94 -5.36 -4.47 0.0604
C 0.33 0.39 -5.48 0.0025
C -1.90 -0.49 -5.17 0.0014
C 0.90 0.15 3.40 -0.0058
C -0.87 1.96 -2.67 0.0203
C 2.35 -5.58 -3.15 0.0038
C 1.87 -0.86 -1.86 0.0503
H -1.81 0.16 6.25 0.0010
H 3.47 -4.42 3.38 0.0007
H 1.49 3.44 0.92 0.0019
H -1.66 2.98 3.52 0.0045
H 4.67 -2.72 2.00 0.0004
H 3.12 1.64 2.19 0.0001
H 0.09 -4.19 0.73 0.0007
H -4.55 1.96 3.47 0.0004
H 2.97 -6.45 -2.89 -0.0001
H -1.70 2.18 -4.63 0.0004
H 3.60 -1.78 -0.03 0.0009
H -3.08 -0.74 -6.96 0.0000
H 1.81 -0.65 1.59 0.0030
H -0.80 2.93 1.20 0.0035
H 2.97 -0.92 -1.76 0.0090
H -4.30 3.44 7.53 0.0001
H 1.81 0.90 -3.10 0.0021
H 0.21 2.15 -0.81 0.0008
H 2.46 1.39 0.57 -0.0001
H 0.66 3.29 4.85 0.0068
H 0.73 -0.87 3.78 0.0015
H -1.86 -1.52 0.79 0.0019
H -2.19 5.54 -1.99 0.0005
H 1.20 -5.20 2.70 -0.0004
H 1.27 0.65 5.45 -0.0003
H 2.22 -6.08 -5.25 0.0027
H 2.37 -4.82 -1.15 0.0017
H -0.43 4.56 -0.50 0.0000
H -2.74 4.42 -4.16 0.0000
H 1.32 0.66 -5.10 0.0001
H -1.32 0.18 -8.48 0.0000
H 0.89 0.89 -7.51 0.0002
H 0.07 -2.54 -4.02 0.0011
H -5.33 3.53 5.27 0.0004
H -0.14 -1.17 0.52 0.0175
H 0.83 -4.08 -5.82 -0.0009
H 2.25 1.62 4.38 -0.0007
H 1.76 3.43 2.64 -0.0002
H -2.68 -0.89 -4.51 0.0006
H -2.61 1.71 8.07 0.0000
H -1.38 -0.33 -0.49 0.0059
H -0.48 2.09 5.43 0.0016
```

E_HOMO (spin up / spin down)	-13.331 / -13.231	eV
total charge	+2
LUMO (spin up / spin down)	-6.8 / -8.8	eV
multiplicity	3
energy relative to the best compared isomer or geometry (same formula, charge and spin)	0.00	kJ/mol
expectation value of S²	2.029

=====

[4]
The following is a DFT calculation (ωB97M-V/def2-TZVPD) of an isolated molecule of CH3FN2OS at a distorted geometry.

XYZ file:
```
9
Properties=species:S:1:pos:R:3:mulliken_charge:R:1
S -0.59 -2.29 -1.59 -0.0860
F -0.28 0.62 1.92 -0.2890
O -1.43 0.04 -1.32 -0.4600
N -0.65 -0.83 -1.05 0.4924
N 0.69 -0.30 -0.02 -0.4035
C 0.41 0.86 0.71 -0.0696
H 1.28 1.45 0.76 0.3099
H 0.84 -1.03 0.68 0.2893
H -0.27 1.48 -0.09 0.2166
```

E_HOMO	-9.843	eV
SMILES	[O-][N+](=S)NCF
total charge	0
LUMO	-0.9	eV
multiplicity	1
energy relative to the best compared isomer or geometry (same formula, charge and spin)	325.84	kJ/mol

=====

[5]
The following is a DFT calculation (ωB97M-V/def2-TZVPD) of the ion C4H10NO with charge -1 at a distorted geometry.

XYZ file:
```
16
Properties=species:S:1:pos:R:3:mulliken_charge:R:1
O -1.13 3.27 -1.33 -0.9022
N -0.43 0.83 -0.72 -0.2366
C -0.56 2.39 -0.35 -0.3229
C 0.90 0.19 -0.08 -0.6625
C 0.55 -1.07 0.74 -0.3520
C -0.36 -2.17 0.22 -1.1551
H -1.50 -1.96 0.23 0.2566
H -1.33 0.60 -1.32 0.1928
H 1.45 0.80 0.58 0.4222
H -1.12 2.43 0.55 0.1945
H 0.03 -2.41 -0.74 0.3241
H 1.50 -0.04 -0.96 0.2129
H 1.60 -1.56 0.95 0.2334
H 0.07 -0.86 1.66 0.2946
H 0.55 2.55 -0.35 0.1377
H -0.24 -2.98 0.93 0.3626
```

E_HOMO	-2.134	eV
SMILES	CCCNC[O-]
total charge	-1
LUMO	3.8	eV
multiplicity	1
energy relative to the best compared isomer or geometry (same formula, charge and spin)	283.67	kJ/mol

=====

[6]
The following is a DFT calculation (ωB97M-V/def2-TZVPD) of a cluster of 7 separate species, C16H50N4O7 in total at a distorted geometry.

XYZ file:
```
77
Properties=species:S:1:pos:R:3:mulliken_charge:R:1
O -1.03 -1.39 -2.96 -0.4091
O 5.16 -2.16 1.51 -0.3428
O 1.76 2.92 -0.06 -0.3626
O -2.86 2.06 -0.11 -0.5071
O -2.89 -0.31 4.09 -0.5981
O -0.22 -0.62 2.53 -0.6149
O -2.94 -1.96 1.88 -0.6824
N -3.14 -1.77 -4.96 -0.8344
N -0.11 2.20 2.36 -0.4456
N 1.34 0.20 0.04 0.1474
N 1.50 -2.61 1.18 -0.2374
C 2.21 0.06 -2.37 -1.3601
C -4.36 0.08 -4.06 -1.4588
C 2.23 0.80 -1.03 0.6558
C -1.71 1.78 0.68 0.6996
C 3.88 -2.39 0.82 -0.1491
C -1.49 2.60 1.96 0.2378
C -4.03 1.58 0.65 -0.6561
C 1.69 2.22 -1.29 -1.2123
C 3.13 -3.64 2.78 -1.4964
C -1.66 4.10 1.67 -1.4311
C -2.41 -0.92 -2.80 -0.5845
C -2.98 -0.59 -4.15 0.5891
C 2.81 -2.51 1.87 0.3486
C 1.63 4.30 -0.25 -0.9851
C 6.23 -2.12 0.61 -0.6740
C -0.60 -1.77 -1.65 -0.2329
H 0.58 2.64 1.76 0.1007
H 1.49 0.51 -3.09 0.3986
H -3.20 -0.96 3.42 0.3727
H -3.84 0.63 1.16 0.1779
H -2.28 0.09 -4.63 0.2837
H 0.05 2.49 3.30 0.2482
H 3.98 -3.28 0.16 0.3427
H 1.21 -3.56 1.12 0.2834
H 2.84 -1.58 2.35 0.2611
H 2.36 2.67 -2.05 0.5341
H -1.40 -2.35 -1.16 0.3968
H -3.43 -0.42 4.89 0.2544
H -1.99 -1.74 2.01 0.4061
H 3.24 0.01 -2.85 0.3231
H -0.80 2.06 0.10 -0.5108
H -3.21 -1.55 -5.96 0.2611
H 0.75 -2.12 1.69 -0.0258
H -2.33 0.00 -2.19 0.0924
H -2.99 -2.95 1.87 0.2810
H -0.22 0.33 2.30 0.1669
H -1.19 4.67 2.46 0.4157
H 0.66 2.12 -1.52 0.3258
H 3.21 0.86 -0.62 0.4303
H 6.11 -1.28 -0.11 0.2302
H -0.28 -0.93 -0.99 -0.1055
H 0.68 4.52 -0.72 0.3830
H -4.90 0.11 -5.00 0.3899
H -5.09 -0.55 -3.46 0.3325
H -3.05 -1.66 -2.36 0.3808
H -2.21 -2.21 -4.94 0.2920
H 1.32 -0.81 -0.13 -0.5097
H 2.02 -1.01 -2.19 0.2932
H 1.63 4.93 0.70 0.2492
H -1.62 0.70 0.87 0.1948
H -4.92 1.53 0.04 0.3336
H -4.20 2.41 1.38 0.2735
H 4.18 -3.66 3.18 0.2963
H -2.19 2.24 2.71 0.4916
H 1.62 0.45 1.01 0.2524
H 6.37 -3.05 0.09 0.3147
H -0.77 -0.78 3.33 0.2113
H 2.40 -3.74 3.56 0.3728
H 2.38 4.71 -0.93 0.3983
H -2.74 4.24 1.69 0.3845
H 3.06 -4.52 2.13 0.3995
H -1.22 4.40 0.72 0.1692
H 0.34 -2.32 -1.75 0.2631
H 7.17 -1.90 1.24 0.2262
H 3.63 -1.56 0.15 -0.0778
H -4.37 1.07 -3.64 0.3366
```

E_HOMO	-8.572	eV
SMILES	COC[C@H](C)N.COC[C@H](C)N.COC[C@H](C)N.COC[C@H](C)N.O.O.O
total charge	0
LUMO	0.3	eV
multiplicity	1
energy relative to the best compared isomer or geometry (same formula, charge and spin)	87.48	kJ/mol